(1)
Density functional theory data (wB97M-V/def2-TZVPD) for a structure of composition C59H66CrFGeN6O3S.

Cartesian coordinates (Å):
Ge: -0.63 1.85 -3.48
Cr: -0.58 -0.46 -0.99
S: -3.72 -3.69 -1.73
F: 1.81 -3.40 4.94
O: 1.08 0.63 -1.43
O: 0.82 -1.26 0.62
O: 3.16 0.72 -2.22
N: -2.44 -1.56 -1.06
N: 4.68 -1.12 8.12
N: 4.80 -0.58 1.26
N: -2.55 -1.70 1.93
N: 4.53 -2.80 5.57
N: -0.99 1.16 1.21
C: -2.04 2.63 -4.68
C: -4.08 3.68 -6.33
C: -4.17 2.38 -5.85
C: 2.56 -2.64 4.10
C: 4.63 -1.69 3.43
C: -1.99 0.70 2.18
C: 7.32 -1.02 1.95
C: -6.52 -0.87 -0.94
C: -1.98 -3.03 1.99
C: 1.07 5.87 -1.49
C: -1.98 3.94 -5.18
C: -4.65 -2.29 -1.28
C: -1.78 -0.73 2.69
C: 1.44 1.78 -5.64
C: 4.07 -1.26 2.22
C: -0.93 -3.24 -1.83
C: -5.19 2.61 0.01
C: 1.30 -2.61 -2.36
C: 1.96 4.98 -2.07
C: 1.44 -0.98 -5.84
C: -6.27 1.58 -0.34
C: 2.84 -0.28 -0.13
C: -4.31 0.00 -0.64
C: 6.21 -0.23 1.32
C: -7.02 2.09 -1.58
C: 0.28 1.42 1.89
C: -0.29 5.60 -1.54
C: 1.50 3.82 -2.69
C: 0.13 3.52 -2.73
C: 1.98 -2.21 2.95
C: -6.03 -2.12 -1.26
C: -7.24 1.48 0.85
C: 0.60 -4.91 -2.64
C: 3.78 -3.00 6.80
C: -3.94 -1.71 2.32
C: 6.97 -2.09 5.87
C: -2.25 -2.77 -1.46
C: 5.94 -3.18 5.54
C: 2.27 -0.22 -6.67
C: 2.01 -1.02 0.79
C: -3.78 -1.24 -0.98
C: -0.66 -4.57 -2.20
C: 2.33 0.40 -1.39
C: 0.62 -0.34 -4.91
C: -2.98 4.46 -6.00
C: 0.04 -2.21 -1.88
C: 0.62 1.04 -4.79
C: 4.15 -0.12 0.15
C: 3.91 -2.38 4.41
C: 4.46 -2.54 8.07
C: -0.75 4.44 -2.15
C: -1.44 2.42 0.65
C: -1.49 0.63 -2.31
C: -5.67 0.21 -0.64
C: 2.70 -1.50 1.99
C: 6.92 0.33 2.52
C: 1.57 -3.91 -2.74
C: 2.26 1.16 -6.57
C: -3.16 1.87 -5.04
H: 0.16 2.24 2.63
H: -2.96 0.76 1.69
H: -2.91 5.47 -6.37
H: 5.19 -0.91 8.98
H: -2.00 1.39 3.03
H: -7.82 1.40 -1.87
H: 2.91 -0.72 -7.39
H: -4.51 -2.38 1.67
H: 1.02 1.72 1.15
H: -4.87 4.09 -6.95
H: -7.60 -0.72 -0.96
H: 1.45 2.87 -5.57
H: 7.10 -1.92 2.50
H: 6.06 -4.02 6.23
H: -2.54 0.52 -2.61
H: -0.98 -3.01 1.56
H: 3.53 -4.06 6.92
H: -4.50 2.76 -0.82
H: -7.66 2.47 1.08
H: 3.03 5.18 -2.04
H: 7.88 -2.54 6.26
H: -2.33 2.28 0.04
H: 2.56 -4.17 -3.12
H: 7.57 1.17 2.36
H: -1.65 3.15 1.45
H: 5.37 -3.11 8.27
H: 1.44 -2.06 -5.91
H: 6.57 -1.39 6.61
H: -5.67 3.57 0.23
H: -1.45 -5.32 -2.13
H: -3.23 0.85 -4.67
H: 4.74 0.42 -0.58
H: -8.08 0.81 0.63
H: 3.78 -2.81 8.89
H: -1.82 4.24 -2.19
H: -6.73 1.11 1.73
H: -0.67 2.82 0.00
H: -6.69 -2.93 -1.51
H: 0.64 0.54 2.41
H: 1.43 6.76 -1.00
H: -1.13 4.56 -4.93
H: 2.20 3.12 -3.12
H: -2.59 -3.71 1.39
H: 6.14 -3.57 4.54
H: -1.93 -3.42 3.02
H: -4.62 2.31 0.90
H: 0.95 -2.46 2.75
H: 8.24 -1.07 1.38
H: 6.49 0.23 0.39
H: -0.02 -0.92 -4.26
H: -1.00 6.29 -1.10
H: -5.02 1.76 -6.11
H: 2.90 1.75 -7.21
H: 6.39 0.36 3.46
H: -2.05 -0.77 3.76
H: 5.65 -1.46 3.66
H: -6.34 2.19 -2.42
H: -4.38 -0.71 2.23
H: -0.73 -0.99 2.60
H: 7.23 -1.50 4.99
H: -7.47 3.07 -1.38
H: 0.82 -5.93 -2.93
H: 2.09 -1.87 -2.49
H: -4.07 -2.05 3.37
H: -3.61 0.80 -0.46
H: 2.84 -2.45 6.72

## Properties
Charge   -1
Electronic energy   -175826.29724 eV
2S+1   5
⟨S²⟩   6.094


(2)
Density functional theory data (wB97M-V/def2-TZVPD) for the molecule C3H6N2.

Cartesian coordinates (Å):
N: -0.28 1.22 0.45
N: -0.68 0.32 1.37
C: -0.60 -0.85 0.94
C: 0.24 -0.93 -0.38
C: 0.25 0.63 -0.70
H: 1.28 -1.32 -0.16
H: -0.16 -1.40 -1.30
H: -0.36 0.83 -1.56
H: -0.96 -1.76 1.38
H: 0.03 2.16 0.92
H: 1.22 1.08 -0.95

## Properties
Charge   0
Electronic energy   -6186.57627 eV
SMILES   C1=NNCC1
Energy above the lowest of the compared OMol25 structures with the same formula, charge and spin   45.40 kcal/mol


(3)
Density functional theory data (wB97M-V/def2-TZVPD) for the molecule C3H6N4O.

Cartesian coordinates (Å):
O: 1.11 -0.85 -0.24
N: -0.95 -0.44 0.36
N: 3.26 -0.57 0.00
N: 0.02 0.05 -0.54
N: 1.75 1.29 0.29
C: 0.49 1.24 -0.21
C: -2.28 -0.26 -0.01
C: 2.17 -0.14 0.04
H: 3.38 -1.63 0.04
H: -3.04 -0.99 0.38
H: -2.77 0.79 0.34
H: -0.06 2.34 -0.63
H: -2.23 -0.53 -1.29
H: -0.84 -0.30 1.49

## Properties
Charge   0
Electronic energy   -11209.78925 eV
SMILES   [H]/N=c1/ncn(NC)o1
Energy above the lowest of the compared OMol25 structures with the same formula, charge and spin   161.13 kcal/mol


(4)
Density functional theory data (wB97M-V/def2-TZVPD) for a cluster of 2 separate species, C5H12NO in total.

Cartesian coordinates (Å):
O: -0.30 -0.21 -1.33
N: -0.35 2.84 0.86
C: 0.67 -3.55 0.10
C: -1.43 2.36 0.38
C: 0.17 -1.55 -1.22
C: 0.26 -2.11 -0.01
C: 0.92 2.10 1.19
H: 0.00 -1.54 0.91
H: 0.83 -3.99 -0.93
H: 1.72 2.41 0.50
H: -1.50 1.32 0.18
H: 0.31 -2.06 -2.18
H: 1.64 -3.71 0.68
H: -0.29 3.86 0.99
H: -2.27 3.04 0.15
H: -0.13 -4.19 0.56
H: 0.69 1.01 1.05
H: 1.21 2.33 2.23
H: -0.88 -0.22 -2.15

## Properties
Charge   +2
Electronic energy   -8896.87080 eV
2S+1   2
⟨S²⟩   0.754
Energy above the lowest of the compared OMol25 structures with the same formula, charge and spin   18.24 kcal/mol